Below is 2 unconnected molecules or ions with the total composition C3H4O4 at a distorted geometry, with properties calculated with the ωB97M-V functional and the def2-TZVPD basis.

Calculated values
strongest force on any atom = 3.2 eV/Å
E_LUMO = 0.30 eV
total charge = 0

Atoms and positions in Å:
1 O -1.5855 0.0198 0.1982
2 O -0.8304 0.2650 2.2511
3 O 0.7499 2.0223 -0.1080
4 O 1.4174 -0.4596 -1.2008
5 C -0.8500 0.5594 0.9947
6 C -0.3713 1.8266 0.4415
7 C 0.7876 -1.4301 -1.4919
8 H 1.5005 1.3801 -0.2335
9 H 0.6216 -1.7824 -2.5549
10 H -0.0106 -1.9608 -0.8714
11 H -1.4291 -0.4404 2.5750

Mulliken population analysis, charges in e, atoms 1 to 4: atom 1 (O): -0.521, atom 2 (O): -0.466, atom 3 (O): -0.244, atom 4 (O): -0.414